Here is a molecular structure, C26H23ClIrN4PS from OMol25. Energies are from wB97M-V/def2-TZVPD.

```
57
Properties=species:S:1:pos:R:3:nbo_charge:R:1
Ir -0.16042 0.80165 -1.57187 0.4963
C -0.61633 -3.14306 -3.07221 -0.6910
C -0.12047 -1.84942 -2.53065 0.3163
N -0.93488 -0.86072 -2.23746 -0.2568
N -2.28189 -1.01243 -2.46367 -0.3923
C -2.92915 0.12457 -2.32905 0.2854
N -4.25333 0.10534 -2.53050 -0.7545
S -2.19676 1.66673 -1.93464 -0.0225
C 1.29750 -1.61800 -2.28930 0.1093
C 2.33131 -2.52974 -2.56550 -0.2006
C 3.59456 -2.25527 -2.12382 -0.1606
C 3.78872 -1.11344 -1.28339 -0.2201
C 2.82246 -0.07937 -1.48776 0.1307
N 1.61205 -0.35106 -1.88777 -0.4932
H -1.68535 -3.24047 -2.91892 0.2793
H -0.09360 -3.97098 -2.59334 0.2474
H -0.42148 -3.19979 -4.14674 0.2702
H -4.68863 -0.74675 -2.84467 0.4289
H -4.78734 0.95693 -2.54656 0.4212
H 2.11423 -3.42198 -3.13786 0.2554
H 4.42087 -2.92401 -2.32152 0.2552
H 4.80548 -0.74209 -1.22496 0.2705
H 3.04504 0.94622 -1.22776 0.2283
Cl 1.00201 2.90295 -1.27379 0.1670
C 0.56105 3.39363 0.37017 0.0153
C 0.80689 4.69192 0.75274 -0.2279
C 0.38540 5.06702 2.02359 -0.1237
C -0.26607 4.16338 2.85254 -0.2036
C -0.49732 2.86303 2.42840 -0.0843
C -0.05830 2.45377 1.16824 -0.5020
P -0.30561 0.77830 0.57356 1.4643
C 1.14580 -0.18066 1.00998 -0.4355
C 1.04156 -1.54186 0.72303 -0.2196
C 2.18602 -2.28014 0.57097 -0.1237
C 3.45544 -1.63362 0.62538 -0.2280
C 3.50958 -0.40504 1.36095 -0.1988
C 2.37824 0.34911 1.48574 -0.1549
C -1.73255 0.10520 1.38495 -0.4748
C -1.61421 -0.77232 2.46393 -0.1762
C -2.75820 -1.16741 3.14172 -0.2002
C -4.00384 -0.69623 2.74988 -0.1498
C -4.12249 0.17768 1.67571 -0.1412
C -2.98983 0.57889 0.98981 -0.2019
H 1.28794 5.39346 0.08508 0.2583
H 0.55286 6.08328 2.35412 0.2511
H -0.60544 4.47513 3.83063 0.2509
H -1.01004 2.16249 3.07636 0.2349
H 0.07127 -1.99603 0.55352 0.2385
H 2.13549 -3.32877 0.30750 0.2398
H 4.29005 -2.30891 0.78743 0.2689
H 4.46834 -0.03214 1.69767 0.2460
H 2.40935 1.34466 1.91188 0.2326
H -0.64913 -1.13448 2.79214 0.2322
H -2.67467 -1.84164 3.98327 0.2430
H -4.88939 -1.01067 3.28645 0.2404
H -5.09453 0.54412 1.37488 0.2288
H -3.07828 1.25907 0.15147 0.2311
```

Values from the calculation:
HOMO energy	-13.77	eV
LUMO energy	-7.34	eV
charge	+2
gap between HOMO and LUMO	0.2362	Ha



Here is a molecular structure, C42H50FeN5O3S from OMol25. Energies are from wB97M-V/def2-TZVPD.

```
102
Properties=species:S:1:pos:R:3:mulliken_charge:R:1
Fe 0.11582 -0.00742 -0.35179 -0.4320
C 2.17730 -5.66697 -2.09180 -1.0385
C 1.72242 -5.36937 -0.65837 -1.1835
C 0.78890 -4.20340 -0.58357 0.8358
C -0.55264 -4.20720 -0.48035 0.7957
C -1.48254 -5.37681 -0.41762 -1.2260
C -2.12360 -5.68601 -1.77515 -1.0025
C -0.98157 -2.81956 -0.44389 0.0474
N 0.10964 -1.97155 -0.54449 -0.2177
C 1.21150 -2.81252 -0.61501 0.2141
C 2.50132 -2.42522 -0.70213 -0.8228
C 2.92651 -1.08722 -0.75469 0.0551
C 4.26998 -0.68535 -0.82287 0.9529
C 5.44929 -1.60690 -0.88634 -1.3370
C 5.71844 -2.12674 -2.30270 -1.0174
C 4.26609 0.70189 -0.82901 0.9454
C 2.92056 1.09642 -0.76424 0.0804
C 2.48686 2.43142 -0.72867 -0.7096
C 1.19423 2.80973 -0.63952 0.0392
N 0.09870 1.95908 -0.53752 -0.1025
C -1.00008 2.80097 -0.45119 0.0488
C -2.28698 2.41161 -0.31282 -0.7884
C -2.70173 1.07813 -0.27204 -0.3406
N -1.85478 -0.01099 -0.32891 -0.0474
C -2.69352 -1.10624 -0.27484 -0.2070
C -2.27079 -2.43742 -0.31663 -0.8949
C -4.04180 -0.70986 -0.18405 1.0085
C -4.04749 0.67091 -0.18186 1.1677
C -5.22617 1.59173 -0.11343 -1.2309
C -5.65225 2.10991 -1.49115 -1.0194
C -5.21278 -1.64035 -0.11295 -1.3551
C -5.62121 -2.18584 -1.48577 -1.0010
C -0.58127 4.18871 -0.51199 0.9496
C 0.75890 4.19510 -0.63138 0.7716
C 1.67555 5.37781 -0.67102 -1.2492
C 2.21231 5.73112 0.72057 -1.1435
C -1.51255 5.35858 -0.47018 -1.1790
C -2.16039 5.63394 -1.83115 -1.0823
N 2.08043 0.00226 -0.72853 -0.0343
C 5.44129 1.62891 -0.88859 -1.2772
C 5.71982 2.14343 -2.30505 -1.0936
H 2.88973 -6.49368 -2.11381 0.3780
H 2.65347 -4.79200 -2.53713 0.2262
H 1.32400 -5.93392 -2.71770 0.2586
H 2.59649 -5.17687 -0.03164 0.4152
H 1.22917 -6.25082 -0.24515 0.3914
H -2.26516 -5.17903 0.31804 0.4198
H -0.93703 -6.25438 -0.06648 0.3964
H -2.68263 -4.82517 -2.14574 0.2060
H -2.80756 -6.53351 -1.70170 0.3830
H -1.35818 -5.92832 -2.51460 0.2468
H 3.26209 -3.19332 -0.73117 0.3314
H 5.29284 -2.45545 -0.21543 0.3937
H 6.33634 -1.08432 -0.52124 0.3878
H 4.84445 -2.65231 -2.69250 0.1994
H 6.56750 -2.81384 -2.31848 0.3869
H 5.93599 -1.29953 -2.98098 0.2416
H 3.24141 3.20478 -0.77534 0.3057
H -3.04688 3.17663 -0.23158 0.3463
H -3.02758 -3.20557 -0.23773 0.3305
H -4.99487 2.43890 0.53683 0.3957
H -6.06564 1.06942 0.34961 0.4144
H -4.83159 2.64362 -1.97458 0.2009
H -6.50384 2.78912 -1.41182 0.3945
H -5.93695 1.28112 -2.14205 0.2346
H -6.06120 -1.11638 0.33131 0.3685
H -4.98079 -2.47372 0.55469 0.4165
H -5.92814 -1.37280 -2.14652 0.2435
H -6.45385 -2.88738 -1.40026 0.3782
H -4.78534 -2.70132 -1.96258 0.2052
H 1.13747 6.23377 -1.08324 0.4586
H 2.51075 5.17449 -1.34483 0.4483
H 1.39179 5.98071 1.39506 0.3139
H 2.89412 6.58233 0.67786 0.3717
H 2.74625 4.88418 1.15411 0.2854
H -0.96460 6.24370 -0.14143 0.4373
H -2.29084 5.17939 0.27507 0.4576
H -1.39812 5.85992 -2.57906 0.3133
H -2.84638 6.48108 -1.77516 0.3769
H -2.71803 4.76265 -2.17835 0.2103
H 6.32761 1.11056 -0.51581 0.3864
H 5.27711 2.47832 -0.22078 0.4111
H 5.94663 1.31378 -2.97719 0.2469
H 6.56643 2.83366 -2.31665 0.3841
H 4.84754 2.66364 -2.70529 0.2716
N 0.82921 -0.02261 1.73471 0.1004
C 0.22074 -0.06587 3.04683 -0.1121
C -1.04538 0.47287 3.21177 0.2669
C -1.61801 0.50327 4.47423 -1.0209
C -0.93216 -0.01169 5.56866 -0.0343
C 0.32274 -0.58016 5.38637 -0.6292
C 0.89909 -0.61111 4.12398 -0.5543
S -1.60979 0.16674 7.22172 1.2721
O -3.04912 0.07840 7.02891 -0.7080
O -1.02378 -0.93501 7.97037 -0.7136
O -1.14168 1.48268 7.63128 -0.6829
H 1.61187 -0.66420 1.65284 0.1415
H 1.22256 0.90617 1.58318 0.3695
H -1.57106 0.86412 2.34540 0.2530
H -2.60732 0.91377 4.63010 0.4554
H 0.83441 -0.99019 6.24734 0.4368
H 1.88202 -1.04809 3.97635 0.4105
```

Values from the calculation:
HOMO energy (spin up / spin down)	-3.36 / -4.79	eV
LUMO energy (spin up / spin down)	1.43 / 0.52	eV
charge	-1
2S+1	5
gap between HOMO and LUMO (spin up / spin down)	0.1760 / 0.1950	Ha



Here is a molecular structure, C35H37CdFP2 from OMol25. Energies are from wB97M-V/def2-TZVPD.

```
76
Properties=species:S:1:pos:R:3:mulliken_charge:R:1
Cd -0.15198 0.89044 -1.13404 0.7512
C -1.78084 0.99529 -5.98823 0.1504
C -1.85205 -0.32568 -5.79875 -0.3189
C -1.24212 -1.34590 -6.70964 -1.2463
C 0.16638 -1.01558 -7.28007 -1.2274
C 1.08482 -0.11734 -6.49150 0.3923
C 1.08016 1.22047 -6.46596 -0.4575
C 0.14582 2.10693 -7.23051 -0.9972
C -1.32194 1.63443 -7.26787 -1.2272
C 0.80406 -0.06836 0.59669 -1.4594
H -2.10322 1.71437 -5.22852 0.2803
H -2.48771 -0.74009 -5.00608 0.9322
H -1.91360 -1.51193 -7.57024 0.5512
H -1.19034 -2.31206 -6.18683 0.1555
H 0.69796 -1.97891 -7.36852 0.4255
H 0.02770 -0.63649 -8.30518 0.2866
H 1.91923 -0.65394 -6.02632 0.7855
H 1.90208 1.76241 -5.99557 0.0527
H 0.50072 2.24676 -8.26805 0.3745
H 0.18287 3.10224 -6.76518 0.3352
H -1.94423 2.53163 -7.41798 0.4873
H -1.47856 0.97401 -8.13276 0.3132
H 0.73689 0.66287 1.41329 0.3362
H 1.84656 -0.37783 0.44908 0.4245
H 0.17331 -0.94656 0.80806 0.2940
P -1.64694 -0.60549 -2.45639 0.8482
P 2.02223 0.04098 -2.22269 0.6930
C -0.27867 -1.18638 -3.49386 -0.4175
C 1.05859 -0.82025 -3.46224 -1.1641
C -2.52175 -2.09234 -1.95935 0.2600
C -2.86491 -3.06017 -2.92051 0.1182
C -3.56152 -4.20235 -2.52452 -0.7141
C -3.90605 -4.39347 -1.18417 -0.5280
C -3.53001 -3.44189 -0.22736 -0.5901
C -2.84626 -2.28904 -0.60160 -0.3920
C -2.89930 0.68407 -2.87620 1.1513
C -2.52728 2.04675 -2.95300 -1.0144
C -3.48222 3.04953 -3.06593 -0.5933
C -4.83871 2.71921 -3.11582 -0.5881
C -5.23204 1.37794 -3.04249 -0.6731
C -4.27405 0.36830 -2.91070 -0.6012
C 3.41052 -1.02935 -1.77805 0.4067
C 3.16364 -2.33017 -1.28697 -0.3353
C 4.22644 -3.14907 -0.91540 -0.5849
C 5.54317 -2.69677 -1.04571 -0.4901
C 5.79644 -1.42928 -1.57890 -0.5878
C 4.74159 -0.59068 -1.93399 -0.4531
C 2.63712 1.73684 -2.51609 0.1514
C 2.67063 2.71284 -1.48990 -0.3509
C 2.95380 4.04078 -1.79674 -0.6572
C 3.23227 4.41508 -3.11593 -0.4571
C 3.25943 3.44160 -4.12076 -0.6904
C 3.01627 2.10466 -3.81191 -0.4679
H -0.50703 -2.09948 -4.07605 0.5235
H 1.71721 -1.31568 -4.19104 0.7284
H -2.59688 -2.91457 -3.96573 0.1984
H -3.84802 -4.93962 -3.27268 0.4176
H -4.47899 -5.27180 -0.88271 0.3745
H -3.78760 -3.59819 0.81762 0.4081
H -2.56236 -1.52368 0.12348 0.3802
H -1.47378 2.33130 -2.88767 0.2584
H -3.16217 4.09390 -3.10940 0.4302
H -5.57993 3.51182 -3.22650 0.3655
H -6.29187 1.11664 -3.08750 0.3927
H -4.58578 -0.67283 -2.82120 0.3781
H 2.13469 -2.68098 -1.19350 0.3734
H 4.02432 -4.14340 -0.51870 0.3754
H 6.36690 -3.33541 -0.73558 0.3666
H 6.82306 -1.08980 -1.71238 0.3837
H 4.93312 0.40673 -2.32972 0.3420
H 2.41448 2.42704 -0.46762 0.3606
H 2.93565 4.79617 -1.01023 0.3849
H 3.44281 5.45741 -3.35111 0.3834
H 3.47365 3.73098 -5.15057 0.4030
H 3.09710 1.31711 -4.56709 0.8889
F -0.42329 2.94663 -0.85833 -0.7902
```

Values from the calculation:
HOMO energy	-6.29	eV
LUMO energy	-0.31	eV
gap between HOMO and LUMO	0.2198	Ha



Here is a molecular structure, C37H33Cl4N2O5SSb2Tc from OMol25. Energies are from wB97M-V/def2-TZVPD.

```
85
Properties=species:S:1:pos:R:3:mulliken_charge:R:1
Tc 0.36137 -0.37753 1.59055 0.6721
C 0.31867 -3.74002 -1.34941 -1.1211
C 0.40116 -3.65758 -2.88571 -0.1625
C -0.78452 -3.01873 -3.61069 -1.4825
Sb -1.59114 -1.27676 -2.61947 0.7954
C -3.41138 -2.27670 -2.11562 0.4603
C -3.51258 -2.94559 -0.89875 -0.2009
C -4.64805 -3.67959 -0.58508 -0.8902
C -5.70548 -3.73564 -1.48093 -0.5287
C -5.61559 -3.07150 -2.69643 -0.7114
C -4.47060 -2.35459 -3.01704 -0.4764
C -2.25832 -0.13132 -4.27756 0.4960
C -1.46408 0.02311 -5.40968 -0.6072
C -1.85936 0.87924 -6.42997 -0.6439
C -3.04589 1.58912 -6.32187 -0.4896
C -3.84372 1.43857 -5.19569 -0.7813
C -3.44997 0.58223 -4.17774 -0.4577
Sb 1.28767 -2.10079 -0.33175 1.5246
C 2.44665 -1.12221 -1.79301 1.0210
C 2.18471 0.20184 -2.13569 -0.8635
C 2.95311 0.82554 -3.10944 -0.7353
C 3.97462 0.13035 -3.74160 -0.6432
C 4.23291 -1.19127 -3.40449 -0.7773
C 3.47133 -1.82000 -2.42934 -0.5000
C 2.73196 -3.13983 0.82336 0.8674
C 2.25104 -4.08584 1.72800 -0.6771
C 3.12508 -4.74386 2.58140 -0.7601
C 4.48223 -4.45457 2.53918 -0.5683
C 4.96388 -3.50617 1.64800 -0.7676
C 4.09152 -2.84588 0.79221 -0.3943
H 0.88265 -4.59796 -0.98213 0.7346
H -0.70581 -3.82938 -0.98411 0.3989
H 0.50827 -4.68136 -3.25335 0.4790
H 1.32298 -3.14720 -3.17310 0.0348
H -1.62124 -3.71569 -3.66306 0.4721
H -0.50168 -2.76773 -4.63298 0.7199
H -2.71456 -2.87874 -0.16726 0.2032
H -4.71319 -4.19619 0.36454 0.4194
H -6.59691 -4.29745 -1.23420 0.3862
H -6.43551 -3.11679 -3.40160 0.4177
H -4.41178 -1.85270 -3.97590 0.5241
H -0.52938 -0.51825 -5.50713 0.2857
H -1.23858 0.99066 -7.30963 0.4049
H -3.35244 2.25537 -7.11744 0.3977
H -4.77410 1.98514 -5.10750 0.4202
H -4.09395 0.45355 -3.31697 0.6001
H 1.38209 0.74734 -1.65447 0.2167
H 2.74693 1.85447 -3.37439 0.4862
H 4.56988 0.61805 -4.50219 0.4192
H 5.02509 -1.73514 -3.90176 0.4290
H 3.68007 -2.85333 -2.17465 0.5465
H 1.19047 -4.31140 1.78166 0.3807
H 2.74709 -5.48064 3.27792 0.4465
H 5.16524 -4.97088 3.20079 0.4060
H 6.02227 -3.28145 1.61479 0.4493
H 4.47892 -2.10121 0.10710 0.4765
Cl -5.03185 3.15195 -0.22592 -0.1802
C -3.41977 2.59837 -0.03384 0.4744
C -2.35612 3.36343 -0.51507 0.3947
Cl -2.65291 4.86056 -1.29514 -0.1861
C -1.04351 2.91576 -0.36670 0.1060
Cl 0.30175 3.82265 -0.93134 -0.1786
C -0.81062 1.69269 0.23614 -0.3002
O 0.41462 1.20147 0.49799 -0.6209
C -1.88369 0.90759 0.69428 0.2057
O -1.54102 -0.26786 1.24705 -0.7567
C -3.18847 1.36222 0.57610 0.3131
Cl -4.47084 0.42132 1.21807 -0.1897
N 2.96409 -0.59442 3.25786 0.0286
C 4.25920 -0.27187 3.31357 -0.1323
C 4.57221 0.40403 2.15013 -1.2340
C 3.38099 0.45194 1.43298 -0.7242
N 2.40720 -0.15831 2.11365 0.8422
H 2.40497 -1.05601 3.96500 0.0121
H 4.85920 -0.53666 4.16750 0.4800
H 5.52597 0.81152 1.86806 0.4612
H 3.16690 0.89902 0.47485 0.7098
C -1.99429 -0.95709 4.58508 -0.8632
S -0.29580 -0.79332 4.20386 1.1953
O 0.51884 -0.98560 5.36016 -0.5868
O -0.10268 0.51926 3.50877 -0.4916
O 0.01038 -1.79479 3.10271 -0.4557
H -2.23716 -0.20065 5.32861 0.4088
H -2.14710 -1.95603 4.98810 0.3755
H -2.55480 -0.80406 3.66357 0.1408
```

Values from the calculation:
HOMO energy (spin up / spin down)	-10.38 / -10.43	eV
LUMO energy (spin up / spin down)	-3.55 / -4.39	eV
charge	+1
2S+1	4
gap between HOMO and LUMO (spin up / spin down)	0.2512 / 0.2218	Ha



The E results, record by record, are as follows: -2527.14468; -3792.01675; -2306.01179; -4715.48606 Eh.